A cluster of 10 separate species, C20H58FNO11S in total, computed with ωB97M-V with the def2-TZVPD basis set.

Each line ends with the Löwdin charge.
Positions of all 92 atoms, in Å:
S1 -1.15526 1.61298 -0.69190  0.54
F1 0.33060 1.60550 -1.10537  -0.12
O1 -1.56770 2.95410 -0.67406  -0.23
O2 -1.27586 1.00751 0.57025  -0.24
O3 -6.92762 3.14299 9.92430  -0.09
O4 2.23672 4.06613 -6.92796  -0.10
O5 -0.80350 -3.08422 -1.19662  -0.09
O6 3.48687 1.79300 -5.63219  -0.10
O7 2.11006 1.26878 3.16280  -0.08
O8 0.78071 -1.22980 -2.87543  -0.09
O9 -0.95853 -1.13800 2.56670  -0.09
O10 -4.50249 -1.00079 6.98984  -0.10
O11 4.36601 -4.50305 -2.70835  -0.09
N1 -1.93175 0.67357 -1.82436  -0.09
C1 3.11214 -1.57302 -2.24495  -0.09
C2 0.19831 2.98779 -7.63116  -0.09
C3 -1.82172 2.26381 -3.62310  0.03
C4 6.76881 -4.86868 -2.75984  -0.09
C5 -3.27290 -1.86151 2.49116  -0.07
C6 4.44444 2.63378 -4.97913  -0.30
C7 1.30440 3.95970 -7.99575  -0.32
C8 2.24123 3.30351 1.83090  -0.09
C9 2.84599 1.94760 2.15077  -0.32
C10 5.51647 -4.76651 -1.90867  -0.32
C11 -6.24544 1.96508 7.90690  -0.09
C12 5.69899 1.85785 -4.62594  -0.08
C13 -3.19924 -3.47915 -1.34568  -0.08
C14 -2.58898 1.48401 -2.82943  -0.22
C15 -3.40053 -0.26936 7.52731  -0.33
C16 -2.17021 -1.14770 7.65347  -0.09
C17 -1.80544 -4.02164 -1.59412  -0.29
C18 1.96088 -0.59439 -2.38193  -0.32
C19 -6.73719 1.85708 9.33786  -0.32
C20 -2.00556 -1.74655 3.31702  -0.31
H1 -3.20541 0.56521 6.85591  0.11
H2 -1.65312 -4.95683 -1.04678  0.11
H3 6.43221 2.50155 -4.13868  0.08
H4 -5.30582 2.51791 7.86763  0.08
H5 -3.34577 -3.26354 -0.28737  0.05
H6 2.87467 1.31893 1.25285  0.10
H7 1.72941 -0.13472 -1.42014  0.09
H8 -3.95959 -4.19414 -1.66281  0.08
H9 -4.07317 -2.33453 3.06272  0.08
H10 2.85476 -2.37904 -1.55640  0.08
H11 3.86383 2.06258 2.52094  0.11
H12 -3.65302 1.41209 -2.98742  0.10
H13 -1.20214 0.12225 -2.31292  0.10
H14 1.82564 3.62739 -8.90074  0.11
H15 -1.11728 1.73167 -4.25567  0.07
H16 -1.65552 -4.21690 -2.65453  0.12
H17 5.46441 1.02761 -3.95450  0.07
H18 7.64866 -5.05744 -2.14313  0.07
H19 -1.89279 -1.55285 6.67997  0.06
H20 -1.92949 3.33743 -3.67553  0.07
H21 -0.91130 -2.90744 -0.25326  0.09
H22 -7.68292 1.30575 9.37739  0.11
H23 -4.68625 -1.73406 7.58724  0.08
H24 -3.08743 -2.44932 1.59342  0.04
H25 2.21619 0.19885 -3.08794  0.10
H26 4.67472 3.44779 -5.66350  0.11
H27 6.67546 -5.67762 -3.48829  0.07
H28 -6.00920 1.33173 9.95473  0.11
H29 -1.26035 -0.26124 2.29982  0.04
H30 2.59619 3.18037 -6.77215  0.04
H31 4.27130 -5.22892 -3.33483  0.08
H32 4.00862 -1.07042 -1.87505  0.08
H33 -1.32616 -0.58526 8.05443  0.08
H34 -3.34675 -2.54483 -1.88869  0.07
H35 -0.53573 2.89700 -8.43417  0.07
H36 0.61306 1.99864 -7.42430  0.07
H37 3.98871 3.05992 -4.08035  0.12
H38 1.21292 3.19359 1.47763  0.06
H39 -2.36656 -1.99725 8.31210  0.07
H40 6.92360 -3.94578 -3.31959  0.07
H41 -3.61223 -0.87554 2.16694  0.08
H42 3.34006 -2.03624 -3.20422  0.07
H43 -6.96539 2.51044 7.29152  0.07
H44 3.26629 1.07654 -5.02667  0.07
H45 0.90165 4.95507 -8.18020  0.11
H46 -0.30891 3.32230 -6.72487  0.07
H47 -7.58018 3.61265 9.39378  0.08
H48 0.53356 -1.92005 -2.24346  0.05
H49 -1.65867 -2.73309 3.62320  0.11
H50 1.20923 1.14429 2.84208  0.07
H51 -3.68680 0.13558 8.50408  0.10
H52 6.14737 1.43071 -5.52340  0.08
H53 -6.09074 0.97694 7.47066  0.06
H54 -2.18856 -1.15123 4.21797  0.10
H55 2.20999 3.92781 2.72429  0.08
H56 5.35733 -5.69366 -1.34816  0.11
H57 5.60393 -3.94687 -1.19706  0.11
H58 2.82071 3.81781 1.06215  0.07

Values from the calculation:
* 2S+1: 1
* highest occupied orbital energy: -9.1 eV